# C31H73Cl2O26P4

A 10-piece molecular cluster, C31H73Cl2O26P4 overall at a distorted geometry (ωB97M-V/def2-TZVPD, OMol25).

- gap between HOMO and LUMO (eV) = 5.117
- net charge = -1
- calculated total energy (eV) = -148773.964
- E_LUMO (hartree) = 0.061
- HOMO energy (eV) = -3.44
- maximum force (eV/A) = 4.187

CARTESIAN COORDINATES (ANGSTROEM)
C 0.852 -0.466 -0.720
C 1.978 0.269 0.016
O 1.784 1.244 0.762
O 3.118 -0.172 -0.191
H -0.060 0.111 -0.869
H 0.547 -1.350 -0.160
H 1.134 -0.922 -1.669
C 9.057 -4.245 -2.626
Cl 9.695 -5.841 -2.152
Cl 8.926 -4.035 -4.381
H 8.138 -4.097 -2.059
H 9.801 -3.563 -2.213
C 1.773 10.544 -1.228
O 2.090 9.932 -2.504
P 1.866 8.342 -2.717
O 2.662 7.496 -1.805
O 0.265 8.197 -2.515
C -0.268 6.871 -2.446
O 2.095 7.995 -4.305
C 1.361 8.768 -5.296
H 1.400 9.866 -0.461
H 0.959 11.268 -1.286
H 2.649 10.996 -0.764
H 0.137 6.166 -3.172
H -1.348 6.997 -2.517
H -0.092 6.459 -1.453
H 2.091 9.354 -5.855
H 0.654 9.417 -4.778
H 0.709 8.193 -5.953
C 6.658 -4.144 4.121
O 7.236 -3.793 5.381
P 8.710 -3.065 5.464
O 8.688 -1.677 4.919
O 9.177 -3.260 7.020
C 9.559 -4.568 7.422
O 9.685 -4.111 4.703
C 11.035 -3.774 4.549
H 6.495 -5.221 4.170
H 7.420 -3.988 3.357
H 5.669 -3.738 3.912
H 9.297 -5.348 6.707
H 8.995 -4.732 8.340
H 10.636 -4.697 7.530
H 11.242 -2.851 5.090
H 11.318 -3.702 3.499
H 11.644 -4.610 4.892
C -6.838 -3.433 -1.785
O -7.820 -4.074 -2.583
P -7.846 -5.677 -2.887
O -8.970 -6.177 -3.743
O -6.337 -6.106 -3.347
C -5.736 -5.757 -4.599
O -7.913 -6.325 -1.417
C -9.190 -6.547 -0.728
H -6.559 -2.412 -2.045
H -5.917 -3.994 -1.947
H -7.010 -3.459 -0.710
H -5.487 -6.700 -5.087
H -4.848 -5.143 -4.448
H -6.436 -5.200 -5.222
H -9.149 -7.291 0.068
H -9.921 -6.912 -1.449
H -9.668 -5.639 -0.360
C -8.381 -2.093 5.832
O -7.240 -2.351 6.605
P -6.160 -1.199 6.818
O -6.763 0.096 7.330
O -5.064 -1.891 7.797
C -5.443 -2.128 9.178
O -5.440 -1.054 5.346
C -4.854 0.154 4.920
H -8.185 -2.160 4.762
H -8.604 -1.075 6.152
H -9.293 -2.622 6.108
H -4.822 -1.503 9.820
H -5.310 -3.165 9.486
H -6.467 -1.808 9.373
H -5.440 0.500 4.068
H -3.807 0.126 4.616
H -4.958 0.942 5.666
O -0.391 -8.403 2.470
C -0.241 -8.274 3.673
O 0.459 -9.104 4.483
C 0.932 -10.352 4.046
C 2.103 -10.784 4.966
C -0.737 -7.003 4.356
H 1.284 -10.313 3.015
H 0.065 -11.001 4.166
H 2.764 -11.487 4.459
H 1.695 -11.254 5.861
H 2.670 -9.906 5.274
H -1.736 -6.789 3.975
H -0.037 -6.248 3.998
H -0.634 -7.123 5.435
O 8.208 2.705 -4.398
C 7.941 2.088 -5.458
O 8.888 1.627 -6.352
C 10.221 1.973 -6.227
C 10.944 1.250 -7.366
C 6.519 1.678 -5.826
H 10.690 1.717 -5.277
H 10.339 3.034 -6.449
H 10.745 0.179 -7.309
H 12.024 1.393 -7.358
H 10.524 1.650 -8.288
H 6.477 0.619 -5.568
H 6.340 1.822 -6.891
H 5.813 2.236 -5.212
O -4.844 7.534 4.992
C -4.527 7.420 3.830
O -5.341 7.180 2.774
C -6.716 6.956 2.867
C -7.440 7.151 1.527
C -3.093 7.551 3.398
H -7.139 7.486 3.721
H -6.805 5.902 3.128
H -7.076 6.460 0.767
H -7.294 8.154 1.126
H -8.519 7.006 1.566
H -2.436 8.061 4.102
H -3.064 7.867 2.356
H -2.687 6.540 3.448
O -4.821 5.239 -9.412
C -4.491 5.280 -8.264
O -3.742 4.315 -7.611
C -3.240 3.177 -8.352
C -2.772 2.046 -7.400
C -4.730 6.484 -7.326
H -2.453 3.528 -9.019
H -3.997 2.828 -9.055
H -1.941 2.311 -6.746
H -2.429 1.182 -7.968
H -3.546 1.676 -6.726
H -4.848 7.419 -7.874
H -3.848 6.626 -6.702
H -5.589 6.258 -6.694